# 1
Here is 13 unconnected molecules or ions with the total composition C23H71N6O13 at a distorted geometry from the OMol25 dataset. Energies are from ωB97M-V with the def2-TZVPD basis set.

The geometry in XYZ format:
```
113
Properties=species:S:1:pos:R:3:mulliken_charge:R:1
C 3.725 -0.141 -3.817 -1.22
N 2.787 0.514 -4.735 0.50
C 3.380 0.867 -6.041 -0.96
C 2.075 1.550 -4.156 -0.17
O 2.356 2.035 -3.075 -0.62
C 0.864 2.127 -4.891 -1.29
N -0.204 1.149 -5.119 1.05
C -0.588 0.767 -6.494 -1.02
C -0.717 -0.732 -6.782 -0.91
C 0.464 -1.606 -6.303 0.00
C 0.105 -2.645 -5.216 -0.72
C 1.262 -2.874 -4.226 -0.93
N 1.286 -1.835 -3.162 -0.44
C -0.785 0.729 -4.013 -0.39
N -1.832 -0.106 -3.911 -0.17
C -2.092 -0.306 -2.627 -0.43
N -1.223 0.421 -1.913 0.00
N -0.410 1.076 -2.748 0.42
H 4.709 0.331 -3.802 0.36
H 3.872 -1.160 -4.188 0.40
H 3.306 -0.248 -2.823 0.36
H 2.716 0.534 -6.845 0.25
H 3.583 1.934 -6.143 0.39
H 4.307 0.317 -6.185 0.42
H 0.443 2.886 -4.223 0.63
H 1.119 2.660 -5.804 0.53
H 0.136 1.242 -7.152 0.53
H -1.550 1.241 -6.723 0.44
H -1.648 -1.115 -6.365 0.32
H -0.787 -0.814 -7.868 0.45
H 1.328 -1.019 -5.976 -0.27
H 0.806 -2.183 -7.164 0.58
H -0.812 -2.406 -4.676 0.31
H -0.080 -3.603 -5.714 0.59
H 2.217 -2.836 -4.750 0.23
H 1.153 -3.828 -3.713 0.48
H 1.295 -0.933 -3.628 0.00
H 0.399 -1.917 -2.677 0.25
H -2.874 -0.917 -2.199 0.62
H -1.229 0.456 -0.900 0.19
H 0.341 1.699 -2.466 0.34
C -4.802 -1.723 0.684 -0.68
O -3.721 -1.085 -0.002 -0.38
H -5.462 -2.155 -0.063 0.27
H -4.428 -2.515 1.334 0.26
H -5.360 -0.997 1.277 0.27
H -3.148 -0.710 0.676 0.28
C 1.249 1.828 1.348 -0.57
O -0.015 1.609 0.671 -0.57
H 1.030 1.999 2.399 0.13
H 1.888 0.959 1.248 0.34
H 1.749 2.701 0.936 0.33
H 0.200 1.472 -0.248 0.28
C -0.698 5.275 -6.219 -0.46
O -1.843 4.428 -6.142 -0.49
H -0.861 5.981 -7.028 0.30
H -0.563 5.826 -5.286 0.26
H 0.202 4.690 -6.440 0.13
H -1.712 3.805 -5.424 0.28
C -1.831 0.568 3.658 -0.57
O -1.803 -0.304 2.519 -0.52
H -2.384 0.075 4.453 0.22
H -0.814 0.763 4.000 0.15
H -2.324 1.510 3.405 0.39
H -1.301 0.153 1.839 0.27
C 5.317 1.435 1.513 -0.55
O 4.091 1.199 0.803 -0.40
H 5.076 1.598 2.559 0.21
H 5.976 0.568 1.429 0.28
H 5.821 2.317 1.126 0.27
H 4.317 1.057 -0.120 0.21
C 0.859 -2.040 5.333 -0.24
O 1.102 -0.782 4.689 -0.40
H 1.116 -1.932 6.383 0.21
H -0.195 -2.304 5.257 -0.03
H 1.486 -2.821 4.892 0.32
H 0.869 -0.891 3.764 0.23
C 0.084 2.107 7.091 -0.47
O 1.046 2.606 6.163 -0.56
H 0.154 2.700 8.000 0.34
H -0.926 2.193 6.683 0.22
H 0.291 1.062 7.320 0.12
H 0.980 2.063 5.373 0.30
C -2.338 -4.484 6.201 -0.63
O -2.078 -3.246 5.526 -0.40
H -2.069 -4.364 7.247 0.18
H -3.395 -4.742 6.134 0.29
H -1.737 -5.287 5.769 0.31
H -2.321 -3.363 4.604 0.21
C -1.327 -1.043 8.756 -0.69
O -1.397 -0.765 7.362 -0.31
H -0.849 -0.196 9.243 0.26
H -2.326 -1.177 9.178 0.28
H -0.731 -1.941 8.944 0.29
H -1.828 -1.520 6.943 0.16
C -4.862 -5.127 9.186 -0.53
O -4.312 -6.275 8.544 -0.51
H -4.035 -4.487 9.485 0.17
H -5.512 -4.572 8.504 0.26
H -5.428 -5.412 10.075 0.31
H -5.044 -6.839 8.284 0.30
C -4.615 0.268 -6.912 -0.62
O -4.167 1.195 -5.925 -0.58
H -5.510 0.678 -7.369 0.28
H -3.856 0.125 -7.688 0.24
H -4.857 -0.696 -6.458 0.25
H -3.376 0.830 -5.519 0.38
C 7.214 4.577 3.553 -0.52
O 7.307 3.712 2.421 -0.47
H 6.640 4.061 4.318 0.21
H 8.206 4.808 3.948 0.25
H 6.703 5.506 3.291 0.26
H 7.816 4.171 1.748 0.28
```

Properties
Net charge ... +1
Maximum force ... 0.050 hartree/bohr
Highest occupied orbital energy ... -11.119 eV
LUMO energy ... -2.7 eV
Energy ... -2225.1229 Ha



# 2
Here is 13 unconnected molecules or ions with the total composition C23H72N8O13 at a distorted geometry from the OMol25 dataset. Energies are from ωB97M-V with the def2-TZVPD basis set.

The geometry in XYZ format:
```
116
Properties=species:S:1:pos:R:3:mulliken_charge:R:1
C 14.138 9.244 5.467 -0.04
O 12.957 9.191 4.733 -0.60
H 14.834 9.557 4.624 0.34
H 14.428 8.285 5.891 -0.25
H 14.114 10.067 6.252 0.21
H 12.858 9.975 4.182 0.32
C 11.796 7.565 6.985 -0.41
O 11.731 6.498 6.084 -0.65
H 12.838 7.766 7.173 -0.14
H 11.347 7.353 7.946 0.38
H 11.366 8.480 6.523 0.28
H 12.418 5.873 6.353 0.12
C 11.990 2.774 4.858 -0.84
O 10.776 3.149 4.212 -0.63
H 11.865 1.798 5.282 0.50
H 12.093 3.507 5.636 0.40
H 12.796 2.736 4.135 0.17
H 10.144 2.606 4.621 0.34
C 18.721 7.616 4.179 0.20
O 20.039 7.490 3.866 -0.56
H 18.095 6.968 3.590 -0.29
H 18.326 8.638 4.116 0.35
H 18.597 7.468 5.240 0.00
H 20.596 7.918 4.479 0.41
C 13.218 5.767 2.857 0.30
O 13.471 5.117 1.650 -0.90
N 13.905 6.826 3.239 -0.57
N 12.188 5.541 3.608 -0.22
H 14.661 7.079 2.596 0.36
H 13.500 7.492 3.911 0.19
H 11.657 4.685 3.540 0.45
H 12.123 5.971 4.545 0.19
C 18.393 5.197 9.979 0.45
O 17.588 4.118 9.791 -0.73
N 19.621 5.237 9.545 -0.55
N 18.161 6.242 10.751 -0.23
H 19.930 4.273 9.211 0.38
H 20.293 5.971 9.638 0.22
H 17.297 6.456 11.245 0.30
H 18.781 7.049 10.609 0.16
C 15.464 5.721 6.125 -0.66
O 14.093 5.326 6.269 0.76
N 15.956 6.302 5.042 1.43
N 16.304 5.550 7.086 3.66
H 15.328 6.537 4.271 -0.61
H 16.922 6.328 4.905 -0.64
H 16.021 5.432 8.061 -0.61
H 17.325 5.605 6.967 -1.69
C 15.974 7.376 0.429 0.37
O 16.098 7.394 1.798 -0.70
N 16.641 8.204 -0.331 -0.42
N 15.041 6.623 -0.148 -0.23
H 17.076 8.946 0.269 0.29
H 16.421 8.375 -1.295 0.20
H 14.645 5.938 0.531 -0.01
H 15.119 6.417 -1.178 0.24
C 18.788 4.279 5.159 -0.50
C 19.426 4.603 6.510 0.64
C 20.971 4.670 6.471 -1.79
O 18.997 5.645 7.018 -0.22
H 17.806 3.913 5.307 -0.18
H 19.294 3.585 4.509 0.57
H 18.671 5.160 4.556 0.03
H 19.140 3.785 7.207 0.11
H 21.536 5.039 7.385 0.29
H 21.455 5.204 5.623 0.33
H 21.403 3.688 6.295 0.46
H 19.380 5.712 7.932 0.09
C 13.952 3.796 10.384 -1.84
C 14.279 4.998 9.551 1.99
C 13.206 6.100 9.694 -1.40
O 15.389 5.525 9.793 -0.53
H 14.833 3.118 10.443 0.28
H 13.130 3.325 9.805 0.33
H 13.701 4.074 11.388 0.49
H 14.298 4.592 8.597 -0.06
H 13.389 6.895 8.987 0.00
H 13.255 6.538 10.690 0.41
H 12.217 5.645 9.529 0.40
H 16.129 4.889 9.671 -0.19
C 17.247 4.454 1.721 -1.02
C 16.952 3.087 2.385 0.21
C 15.787 3.257 3.342 -0.96
O 16.524 2.095 1.700 -0.52
H 17.866 4.221 0.887 0.55
H 17.694 5.146 2.353 0.04
H 16.302 4.831 1.383 0.19
H 17.915 2.761 2.878 0.22
H 15.575 2.346 3.854 0.35
H 14.874 3.542 2.931 0.57
H 16.099 4.052 3.968 0.05
H 17.216 1.814 1.077 0.42
C 17.909 9.616 8.763 -1.69
C 17.111 8.602 7.950 2.13
C 15.714 8.469 8.496 -0.93
O 16.954 8.763 6.711 -0.53
H 17.984 9.267 9.781 0.32
H 17.343 10.602 8.851 0.36
H 18.896 9.675 8.332 0.47
H 17.649 7.665 7.951 -0.70
H 15.307 9.482 8.536 0.46
H 15.624 8.140 9.494 0.59
H 15.047 7.817 7.936 -0.60
H 16.521 7.936 6.350 -0.28
C 16.187 2.116 7.732 -1.40
C 15.026 2.384 6.716 3.13
C 14.799 1.028 6.044 -1.55
O 13.922 2.788 7.085 -0.50
H 16.510 3.088 8.086 0.25
H 17.135 1.837 7.249 0.35
H 15.943 1.444 8.561 0.34
H 15.446 3.122 6.061 -1.53
H 14.467 0.319 6.800 0.36
H 15.686 0.646 5.464 0.35
H 13.973 1.038 5.295 0.34
H 13.829 3.696 6.732 -0.30
```

Properties
Maximum force ... 0.206 hartree/bohr
Highest occupied orbital energy ... -8.486 eV
ΔE to the lowest compared entry with this formula, charge and spin ... 6.4 kJ/mol
LUMO energy ... -0.3 eV
Energy ... -2335.4481 Ha